[1]
Here is a structure of composition C3H4GaLiO4 in a non-equilibrium geometry from OMol25. Energies are from the ωB97M-V functional and the def2-TZVPD basis.

The geometry in XYZ format:
```
13
Properties=species:S:1:pos:R:3:lowdin_spin:R:1
O -0.404 -0.287 -0.796 0.01
C -1.416 -0.596 0.135 0.02
C 0.632 0.462 -0.524 0.00
O -2.540 -0.477 -0.315 0.03
O -1.008 -0.928 1.264 0.22
C 1.982 0.122 -0.589 0.00
Li -4.310 -0.900 -0.146 0.01
H 2.573 0.732 -1.277 0.00
H 2.128 -0.931 -0.847 0.00
Ga -0.714 -2.343 2.226 0.71
O 0.593 1.471 0.409 0.00
H 0.566 2.358 -0.021 0.00
H 1.917 1.318 0.480 0.00
```

- max |F| (eV/A) = 6.24
- net charge = +3
- gap between HOMO and LUMO (alpha / beta) (eV) = 8.55 / 4.12
- HOMO energy (alpha / beta) (Eh) = -0.8107 / -0.8100
- E_tot (Ha) = -2348.6295
- <S²> = 0.7519
- spin multiplicity = 2

---

[2]
Here is a structure of composition C3H4HgO4 in a non-equilibrium geometry from OMol25. Energies are from the ωB97M-V functional and the def2-TZVPD basis.

The geometry in XYZ format:
```
12
Properties=species:S:1:pos:R:3:lowdin_spin:R:1
C -1.197 1.512 -0.154 0.21
C -0.269 0.543 0.127 0.03
O -0.039 -0.385 -0.897 -0.02
C 0.806 -1.407 -0.681 0.00
O 1.423 -1.509 0.407 0.02
O 0.931 -2.230 -1.622 0.00
O -1.728 2.318 0.797 0.05
H -1.899 1.300 -0.973 0.01
H 1.547 1.491 0.783 0.67
H -2.083 1.796 1.619 0.01
Hg 2.695 -3.558 -0.543 0.00
H -0.187 0.129 1.137 0.02
```

- max |F| (eV/A) = 3.59
- net charge = -1
- gap between HOMO and LUMO (alpha / beta) (eV) = 6.23 / 5.89
- HOMO energy (alpha / beta) (Eh) = -0.1226 / -0.1226
- E_tot (Ha) = -571.0149
- <S²> = 0.7944
- spin multiplicity = 2

---

[3]
Here is a structure of composition C3H4HgO4 in a non-equilibrium geometry from OMol25. Energies are from the ωB97M-V functional and the def2-TZVPD basis.

The geometry in XYZ format:
```
12
Properties=species:S:1:pos:R:3:mulliken_charge:R:1
C -0.076 1.644 -0.140 0.02
C 0.723 0.677 -0.939 -0.27
O -0.075 -0.585 -1.343 -0.35
C -0.216 -1.479 -0.383 1.00
O 0.682 -1.587 0.510 -0.67
O -1.374 -1.920 -0.112 -0.69
O 0.149 1.946 1.020 -0.41
H -1.017 1.971 -0.629 0.33
H 1.685 0.331 -0.536 0.28
H 1.133 1.235 -1.794 0.33
Hg -0.780 -1.931 1.797 0.56
H -0.835 -0.301 2.550 -0.13
```

- max |F| (eV/A) = 9.61
- net charge = 0
- gap between HOMO and LUMO (eV) = 8.76
- HOMO energy (Eh) = -0.3525
- E_tot (Ha) = -570.9300

---

[4]
Here is a structure of composition C3H4HoLiO2 in a non-equilibrium geometry from OMol25. Energies are from the ωB97M-V functional and the def2-TZVPD basis.

The geometry in XYZ format:
```
11
Properties=species:S:1:pos:R:3:lowdin_spin:R:1
O -1.329 -1.789 -0.714 0.23
Ho -2.609 0.384 -0.053 3.03
C -0.656 -1.962 0.364 0.52
O 0.115 -0.986 0.822 0.13
C -0.217 0.432 0.739 0.06
C 0.547 1.112 -0.305 0.01
H -0.161 0.861 1.747 0.00
H 0.066 2.078 -0.543 0.01
H 1.484 1.674 -0.401 0.00
Li 1.402 -1.930 -0.780 0.01
H 1.358 0.126 -0.876 0.00
```

- max |F| (eV/A) = 5.13
- net charge = +2
- gap between HOMO and LUMO (alpha / beta) (eV) = 7.41 / 5.47
- HOMO energy (alpha / beta) (Eh) = -0.5909 / -0.5827
- E_tot (Ha) = -1221.9110
- <S²> = 6.0090
- spin multiplicity = 5